(1)
Entry from the Open Molecules 2025 dataset: one molecule with the formula C5H9N (ωB97M-V/def2-TZVPD).

```
! RIJCOSX wB97M-V def2-TZVPD def2/J DEFGRID3
* xyz 0 1
N 1.961 0.262 -0.231
C -1.919 0.898 0.189
C 0.017 -0.491 1.029
C -0.796 0.804 0.889
C 0.745 -0.429 -0.285
C 0.378 -1.183 -1.326
H 0.705 -0.447 1.873
H 0.833 -1.091 -2.300
H -2.239 0.120 -0.486
H -0.377 -1.943 -1.245
H -0.472 1.622 1.520
H -0.652 -1.348 1.056
H 2.460 0.277 -1.113
H 1.906 1.177 0.180
H -2.550 1.771 0.251
*
```

The value obtained for the LUMO energy is 1.1 eV. As for the relative energy (zero: lowest compared OMol25 entry of this formula, charge and spin): 33.9 kcal/mol. Its SMILES is C=CCC(=C)N. Its electronic energy is -6819.5238 eV.

=====

(2)
Entry from the Open Molecules 2025 dataset: a 2-piece molecular cluster, C5H9N overall (ωB97M-V/def2-TZVPD).

```
! RIJCOSX wB97M-V def2-TZVPD def2/J DEFGRID3
* xyz 0 1
N -2.962 0.434 1.061
C -2.175 -0.401 0.882
C 0.659 0.554 0.964
C 1.127 -1.480 -0.590
C 0.516 0.799 -1.420
C 0.782 -0.030 -0.400
H 1.519 0.421 1.621
H 0.160 -1.901 -0.323
H 1.802 -1.869 0.087
H 0.656 0.590 -2.474
H 0.177 1.772 -1.355
H -3.808 0.878 1.363
H 0.578 1.623 0.753
H -0.389 0.367 1.415
H 1.359 -1.758 -1.583
*
```

The value obtained for the LUMO energy is 1.1 eV. As for the relative energy (zero: lowest compared OMol25 entry of this formula, charge and spin): 62.8 kcal/mol. Its electronic energy is -6818.2715 eV.

=====

(3)
Entry from the Open Molecules 2025 dataset: C5H9N as an isolated structure (ωB97M-V/def2-TZVPD).

```
! RIJCOSX wB97M-V def2-TZVPD def2/J DEFGRID3
* xyz 0 1
N 2.148 -1.143 -0.866
C 1.132 -0.143 1.270
C -0.653 1.457 -0.312
C 1.864 -0.658 0.148
C -0.843 -1.028 -0.775
C -0.617 0.049 0.309
H 1.307 -0.840 2.130
H 1.568 0.812 1.633
H 0.043 2.105 0.214
H -0.382 1.450 -1.377
H -1.037 -0.617 -1.781
H -1.639 -1.752 -0.562
H 0.094 -1.566 -0.896
H -1.336 -0.058 1.123
H -1.648 1.931 -0.259
*
```

The value obtained for the LUMO energy is 0.9 eV. As for the relative energy (zero: lowest compared OMol25 entry of this formula, charge and spin): 47.4 kcal/mol. Its electronic energy is -6818.9375 eV.

=====

(4)
Entry from the Open Molecules 2025 dataset: one molecule with the formula C5H9N (ωB97M-V/def2-TZVPD).

```
! RIJCOSX wB97M-V def2-TZVPD def2/J DEFGRID3
* xyz 0 1
N -1.804 -0.725 1.093
C -0.251 1.090 0.403
C 0.144 0.340 -0.616
C 2.113 -1.027 -1.309
C -1.678 0.744 1.044
C 1.674 0.258 -0.952
H 3.188 -1.302 -1.430
H 1.389 -1.645 -1.748
H 2.329 1.121 -1.064
H -2.534 1.175 0.456
H -1.185 -1.123 1.820
H -0.280 -0.680 -0.791
H -1.689 -1.179 0.223
H -1.731 1.065 2.003
H 0.315 1.888 0.868
*
```

The value obtained for the LUMO energy is 1.0 eV. As for the relative energy (zero: lowest compared OMol25 entry of this formula, charge and spin): 66.4 kcal/mol. Its SMILES is C=C/C=C/CN. Its electronic energy is -6818.1154 eV.

=====

(5)
Entry from the Open Molecules 2025 dataset: C5H9N as an isolated structure (ωB97M-V/def2-TZVPD).

```
! RIJCOSX wB97M-V def2-TZVPD def2/J DEFGRID3
* xyz 0 1
N 0.877 0.920 0.460
C -1.211 -0.306 -0.151
C -0.644 1.101 0.254
C 1.181 0.233 -0.754
C 0.611 -0.538 0.945
C 0.147 -0.665 -0.426
H -0.818 1.868 -0.630
H -2.052 -0.845 0.336
H -1.832 -0.321 -1.213
H 1.585 -1.104 1.358
H -0.061 -0.745 1.707
H 2.084 -0.366 -0.518
H 1.241 1.034 -1.681
H -1.154 1.444 1.150
H 0.047 -1.710 -0.836
*
```

The value obtained for the LUMO energy is 1.0 eV. As for the relative energy (zero: lowest compared OMol25 entry of this formula, charge and spin): 123.2 kcal/mol. Its electronic energy is -6815.6510 eV.

=====

(6)
Entry from the Open Molecules 2025 dataset: one molecule with the formula C5H9N (ωB97M-V/def2-TZVPD).

```
! RIJCOSX wB97M-V def2-TZVPD def2/J DEFGRID3
* xyz 0 1
N -1.061 0.076 2.187
C 0.025 0.013 1.310
C -0.376 -0.158 -0.099
C 1.293 0.029 1.738
C -0.159 -0.201 -2.559
C 0.373 0.070 -1.174
H -1.223 0.041 -2.564
H 1.506 0.105 2.792
H 1.406 0.373 -1.044
H 0.315 0.431 -3.308
H 0.022 -1.222 -2.887
H -1.426 -0.419 -0.250
H 2.068 -0.101 0.996
H -0.857 0.511 3.074
H -1.907 0.450 1.786
*
```

The value obtained for the LUMO energy is 1.2 eV. As for the relative energy (zero: lowest compared OMol25 entry of this formula, charge and spin): 22.9 kcal/mol. Its SMILES is C=C(N)/C=C/C. Its electronic energy is -6820.0039 eV.

=====

(7)
Entry from the Open Molecules 2025 dataset: one molecule with the formula C5H9N (ωB97M-V/def2-TZVPD).

```
! RIJCOSX wB97M-V def2-TZVPD def2/J DEFGRID3
* xyz 0 1
N -2.075 1.033 1.511
C 1.532 0.315 -1.910
C -0.368 -0.561 0.903
C 0.669 -1.134 -0.012
C -1.159 0.456 0.627
C 1.553 -0.076 -0.655
H -1.021 1.034 -0.286
H -2.785 1.627 1.134
H 2.068 0.496 0.116
H -2.607 0.365 2.066
H 1.266 -0.164 -2.847
H 2.016 1.255 -2.189
H 0.186 -1.710 -0.813
H -0.595 -1.132 1.805
H 1.318 -1.804 0.551
*
```

The value obtained for the LUMO energy is 1.2 eV. As for the relative energy (zero: lowest compared OMol25 entry of this formula, charge and spin): 37.1 kcal/mol. Its SMILES is C=CC/C=C/N. Its electronic energy is -6819.3883 eV.

=====

(8)
Entry from the Open Molecules 2025 dataset: a 2-piece molecular cluster, C5H9N overall (ωB97M-V/def2-TZVPD).

```
! RIJCOSX wB97M-V def2-TZVPD def2/J DEFGRID3
* xyz 0 1
N 0.727 0.237 -0.916
C 1.292 -0.934 -0.274
C 1.422 0.413 0.346
C -0.642 0.389 -0.954
C -1.724 1.406 -0.844
C -1.832 -0.063 -1.192
H 2.142 -1.383 -0.783
H -2.042 1.760 0.144
H 2.364 0.953 0.289
H 0.597 -1.634 0.187
H 0.419 -1.737 3.186
H 0.818 0.619 1.229
H -1.844 2.164 -1.626
H -2.508 -0.849 -1.486
H 0.811 -1.340 2.695
*
```

The value obtained for the LUMO energy is 1.3 eV. As for the relative energy (zero: lowest compared OMol25 entry of this formula, charge and spin): 109.1 kcal/mol. Its SMILES is C1=C(N2CC2)C1.[H][H]. Its electronic energy is -6816.2644 eV.

=====

(9)
Entry from the Open Molecules 2025 dataset: one molecule with the formula C5H9N (ωB97M-V/def2-TZVPD).

```
! RIJCOSX wB97M-V def2-TZVPD def2/J DEFGRID3
* xyz 0 1
N 3.825 -1.037 -0.155
C 2.821 -0.487 -0.331
C 1.588 0.316 -0.422
C -2.186 -0.131 0.448
C 0.289 -0.435 -0.089
C -0.869 0.550 0.082
H -0.602 1.277 0.861
H -0.996 1.124 -0.847
H 0.053 -1.153 -0.884
H -2.090 -0.693 1.384
H 0.421 -1.015 0.832
H 1.512 0.778 -1.413
H -2.987 0.604 0.579
H -2.499 -0.834 -0.333
H 1.721 1.137 0.287
*
```

The value obtained for the LUMO energy is 0.9 eV. As for the relative energy (zero: lowest compared OMol25 entry of this formula, charge and spin): 2.7 kcal/mol. Its SMILES is CCCCC#N. Its electronic energy is -6820.8767 eV.

=====

(10)
Entry from the Open Molecules 2025 dataset: one molecule with the formula C5H9N (ωB97M-V/def2-TZVPD).

```
! RIJCOSX wB97M-V def2-TZVPD def2/J DEFGRID3
* xyz 0 1
N -0.255 0.438 3.099
C -0.052 0.152 1.993
C 0.377 0.008 -0.558
C 0.343 -1.429 -0.056
C 0.319 0.937 0.808
C -0.789 0.423 -1.470
H 1.315 -1.941 -0.069
H 0.020 -1.277 1.202
H 1.343 0.298 -0.990
H -0.430 1.743 0.749
H -1.742 0.148 -1.000
H 1.292 1.391 1.064
H -0.453 -2.062 -0.463
H -0.781 1.512 -1.589
H -0.782 -0.013 -2.478
*
```

The value obtained for the LUMO energy is 0.6 eV. As for the relative energy (zero: lowest compared OMol25 entry of this formula, charge and spin): 50.2 kcal/mol. Its SMILES is CC(C)CC#N. Its electronic energy is -6818.8171 eV.

=====

(11)
Entry from the Open Molecules 2025 dataset: a 2-piece molecular cluster, C5H9N overall (ωB97M-V/def2-TZVPD).

```
! RIJCOSX wB97M-V def2-TZVPD def2/J DEFGRID3
* xyz 0 1
N 1.585 -0.885 0.325
C -2.202 -0.241 -0.763
C -1.515 -0.190 0.376
C -1.118 1.072 1.084
C 2.938 -0.657 -0.332
C 1.609 -0.311 -0.788
H -0.035 1.091 1.246
H -2.469 -1.186 -1.228
H 3.584 0.089 0.130
H -1.409 1.960 0.511
H -1.590 1.133 2.072
H -2.540 0.665 -1.264
H 0.909 0.119 -1.496
H -1.192 -1.119 0.846
H 3.445 -1.540 -0.719
*
```

The value obtained for the LUMO energy is 1.1 eV. As for the relative energy (zero: lowest compared OMol25 entry of this formula, charge and spin): 69.2 kcal/mol. Its SMILES is C1=NC1.C=CC. Its electronic energy is -6817.9921 eV.

=====

(12)
Entry from the Open Molecules 2025 dataset: one molecule with the formula C5H9N (ωB97M-V/def2-TZVPD).

```
! RIJCOSX wB97M-V def2-TZVPD def2/J DEFGRID3
* xyz 0 1
N -0.791 -2.027 -1.359
C -0.359 -1.029 -0.616
C 0.669 0.493 0.447
C 0.293 1.601 1.410
C -0.100 0.407 -1.007
C 0.066 -0.858 0.662
H -0.732 1.497 1.779
H 0.008 -1.487 1.545
H -0.962 -1.922 -2.354
H 0.386 2.579 0.929
H 1.746 0.493 0.244
H -0.972 1.067 -1.012
H -0.732 -2.992 -1.050
H 0.963 1.594 2.278
H 0.518 0.585 -1.894
*
```

The value obtained for the LUMO energy is 1.1 eV. As for the relative energy (zero: lowest compared OMol25 entry of this formula, charge and spin): 33.4 kcal/mol. Its SMILES is C[C@H]1C=C(N)C1. Its electronic energy is -6819.5476 eV.

=====

> Among the records above, which one has the lowest LUMO?

number 10